Record 1
Below is C4H7NO2 as an isolated structure at a distorted geometry, with properties calculated with ωB97M-V with the def2-TZVPD basis set.

Structure (XYZ):
```
14
C4H7NO2 (ωB97M-V with the def2-TZVPD basis set)
H -0.552 0.560 -1.164
H -1.770 -2.352 0.456
C 1.271 0.846 0.252
H -2.599 -0.744 0.440
C -1.658 -1.268 0.573
O -1.058 1.437 0.736
H 1.657 1.158 -1.753
C -0.250 0.709 0.149
O 1.729 0.813 1.373
N 2.034 0.823 -0.881
H 3.023 0.976 -0.732
H 0.122 -1.269 -0.810
C -0.574 -0.638 -0.259
H -1.375 -1.051 1.621
```

Output
ΔE to the lowest compared entry with this formula, charge and spin = 79.9 kcal per mole
LUMO energy (spin up / spin down) = 0.10 / 0.10 eV
maximum force = 2.214 eV/A
highest occupied orbital energy (spin up / spin down) = -0.333 / -0.333 hartree

The Mulliken scheme yields these atomic charges, measured in e: atom 1 (H): 0.0358, atom 2 (H): 0.3254, atom 3 (C): 0.5913, atom 4 (H): 0.2996, atom 5 (C): -1.0654, atom 6 (O): -0.6624, atom 7 (H): 0.2315, atom 8 (C): 0.4073, atom 9 (O): -0.5581, atom 10 (N): -0.4134, atom 11 (H): 0.2660, atom 12 (H): 0.4544, atom 13 (C): -0.2021, atom 14 (H): 0.2902

=====

Record 2
Below is C4H37NO15S as an isolated structure at a distorted geometry, with properties calculated with ωB97M-V with the def2-TZVPD basis set.

Structure (XYZ):
```
58
C4H37NO15S (ωB97M-V with the def2-TZVPD basis set)
H -0.524 1.570 1.371
O -3.728 2.506 0.779
H 1.990 2.231 1.455
O 2.553 2.905 1.907
H -0.561 0.203 -4.111
H -0.519 2.417 -0.392
H -0.225 0.095 -1.917
O -1.644 0.721 0.058
C -0.469 1.532 0.272
H 1.896 -0.937 2.559
H 2.511 -0.063 0.709
H 4.729 -0.521 0.015
H 0.307 2.101 -2.324
O -1.976 -3.743 -2.384
H 2.217 -3.413 1.574
H 2.736 0.817 3.392
O -2.211 0.024 -2.246
H -2.085 -2.241 0.909
C 0.609 -0.286 -1.194
H -1.816 0.401 -1.133
H 4.457 -2.637 -0.704
O -4.000 0.069 1.852
H 3.121 -1.658 -1.113
H 2.969 -4.234 0.519
H -4.048 -1.335 -0.489
H -0.075 -1.134 -0.797
O 0.383 3.044 -2.457
O -3.454 2.054 3.670
O -3.556 -1.866 -1.126
H -2.046 -0.101 -4.067
O -1.291 -0.130 -4.643
H -3.195 -0.394 1.527
N 1.611 0.340 1.011
H 1.534 1.622 -0.662
O 3.884 -1.935 -0.387
H -2.956 -1.143 -1.562
C 1.003 -0.498 2.079
O -1.891 -1.421 1.367
H -4.515 2.076 0.414
O 3.312 1.281 3.997
H 5.037 0.919 -0.583
H -3.676 2.400 2.791
O 2.655 -4.259 1.432
H -1.606 -0.625 0.717
H -3.007 0.527 -2.463
H -1.368 -3.085 -2.810
H -2.932 2.060 0.362
H 0.324 -1.362 1.814
S 2.011 -0.703 -2.125
H 3.384 2.534 1.562
O 4.643 0.454 0.156
C 0.884 0.853 -0.161
H 0.542 0.224 2.793
H -3.862 0.989 1.512
H -2.617 -3.153 -1.935
H 3.270 2.223 3.845
H 0.570 3.542 -1.659
H -3.677 1.106 3.540
```

Output
ΔE to the lowest compared entry with this formula, charge and spin = 2.7 kcal per mole
2S+1 = 2
total charge = -1
LUMO energy (spin up / spin down) = 1.95 / -1.02 eV
maximum force = 4.218 eV/A
highest occupied orbital energy (spin up / spin down) = -0.260 / -0.260 hartree

The Mulliken scheme yields these atomic charges, measured in e: atom 1 (H): 0.5475, atom 2 (O): -0.8433, atom 3 (H): 0.2079, atom 4 (O): -0.8472, atom 5 (H): 0.3121, atom 6 (H): 0.2008, atom 7 (H): -0.7102, atom 8 (O): -0.4881, atom 9 (C): -0.8831, atom 10 (H): 0.6330, atom 11 (H): 0.0738, atom 12 (H): 0.3739, atom 13 (H): 0.3329, atom 14 (O): -0.6910, atom 15 (H): 0.3538, atom 16 (H): 0.3100, atom 17 (O): -0.9359, atom 18 (H): 0.3365, atom 19 (C): 0.5006, atom 20 (H): 0.3949, atom 21 (H): 0.2437, atom 22 (O): -0.8815, atom 23 (H): 0.2649, atom 24 (H): 0.2889, atom 25 (H): 0.2909, atom 26 (H): 0.2136, atom 27 (O): -0.6839, atom 28 (O): -0.7037, atom 29 (O): -0.8604, atom 30 (H): 0.3743, atom 31 (O): -0.6577, atom 32 (H): 0.4747, atom 33 (N): 0.4779, atom 34 (H): 0.6637, atom 35 (O): -0.6942, atom 36 (H): 0.4259, atom 37 (C): -1.5496, atom 38 (O): -0.7770, atom 39 (H): 0.2625, atom 40 (O): -0.6950, atom 41 (H): 0.2697, atom 42 (H): 0.2858, atom 43 (O): -0.6520, atom 44 (H): 0.3678, atom 45 (H): 0.2559, atom 46 (H): 0.2955, atom 47 (H): 0.3382, atom 48 (H): 0.1803, atom 49 (S): -0.1913, atom 50 (H): 0.3690, atom 51 (O): -0.5971, atom 52 (C): -0.0408, atom 53 (H): 0.4612, atom 54 (H): 0.4321, atom 55 (H): 0.4639, atom 56 (H): 0.3153, atom 57 (H): 0.3538, atom 58 (H): 0.4356

=====

Record 3
Below is a 4-piece molecular cluster, C3H14O3S overall at a distorted geometry, with properties calculated with ωB97M-V with the def2-TZVPD basis set.

Structure (XYZ):
```
21
C3H14O3S (ωB97M-V with the def2-TZVPD basis set)
O 2.717 0.760 1.754
H 1.368 -2.174 -0.856
H -0.016 -1.832 -1.903
H -3.055 -2.432 -2.026
H 3.505 0.261 1.414
H -2.263 0.521 1.602
H 3.120 1.445 2.319
H -0.843 1.598 1.556
H -2.661 -1.316 -1.115
H -2.385 2.090 0.801
C -1.716 1.251 1.001
H -0.625 -1.437 0.530
S -1.201 0.567 -0.598
H 2.044 1.702 0.230
C 0.684 -1.372 -1.221
H 1.214 -0.587 -1.731
O 1.794 2.207 -0.597
O -3.086 -2.149 -1.097
H 0.836 1.949 -0.735
C -0.066 -0.743 -0.015
H 0.635 -0.309 0.688
```

Output
ΔE to the lowest compared entry with this formula, charge and spin = 7.0 kcal per mole
structure (SMILES) = CCSC.O.O.O
LUMO energy = 0.35 eV
maximum force = 1.990 eV/A
highest occupied orbital energy = -0.332 hartree

The Mulliken scheme yields these atomic charges, measured in e: atom 1 (O): -0.6827, atom 2 (H): 0.3413, atom 3 (H): 0.2844, atom 4 (H): 0.3135, atom 5 (H): 0.3267, atom 6 (H): 0.2739, atom 7 (H): 0.3125, atom 8 (H): 0.2241, atom 9 (H): 0.2899, atom 10 (H): 0.3512, atom 11 (C): -0.7296, atom 12 (H): 0.5383, atom 13 (S): -0.2779, atom 14 (H): 0.3942, atom 15 (C): -1.0646, atom 16 (H): 0.3149, atom 17 (O): -0.6698, atom 18 (O): -0.6172, atom 19 (H): 0.3277, atom 20 (C): -0.4952, atom 21 (H): 0.2445

=====

Question: Look up the maximum force of the third one.
Answer: 1.990 eV/A

=====

Question: What is the formula in the first record?
Answer: C4H7NO2